(w)
{"formula": "C4H6ClN", "method": "the ωB97M-V functional and the def2-TZVPD basis", "e_lumo_ev": 0.8343, "species": ["H", "C", "H", "H", "C", "C", "C", "Cl", "H", "H", "N", "H"], "positions_angstrom": [[-1.53734, -0.43948, 2.59847], [-0.21924, 0.57911, 1.43275], [-0.93586, -1.16710, 0.83999], [1.61803, -1.26175, -1.38963], [0.34505, 0.56135, -1.44522], [0.70977, -0.75776, -0.97981], [-0.91709, -0.49843, 1.68669], [-0.00982, 2.15022, 1.93310], [-0.75375, 0.66332, -1.76248], [-0.13589, -1.47196, -0.78631], [0.90134, 0.40250, -0.18432], [0.93479, 1.23997, -1.94322]]}



(x)
{"formula": "C4H6ClN", "method": "the ωB97M-V functional and the def2-TZVPD basis", "smiles": "C=C/C(Cl)=N/C", "e_lumo_ev": 0.6425, "species": ["C", "C", "N", "H", "H", "H", "C", "H", "H", "H", "C", "Cl"], "positions_angstrom": [[-0.62887, 0.62364, 0.20016], [0.03762, 0.88592, 1.42400], [0.23137, 0.02363, -0.51246], [1.26643, -0.91238, 1.04190], [-0.30539, 1.78971, 2.07858], [-0.53448, -0.02079, -2.57770], [-0.15848, -0.64320, -1.75458], [1.73181, 0.17050, 2.37818], [0.66996, -1.20313, -2.17156], [-0.97043, -1.31085, -1.56883], [1.03120, 0.03442, 1.57500], [-2.37074, 0.56253, -0.11269]]}



Energies relative to the most stable structure, in eV: (w) 2.109; (x) 0.000.